1.
ORCA calculation (ωB97M-V with the def2-TZVPD basis set) on a 10-piece molecular cluster, C34H92N4O14 overall.

Each line ends with the Löwdin charge.
Geometry (Å):
C -2.961 -21.899 3.231  -0.062
O -2.772 -20.560 2.614  -0.163
C -3.601 -19.666 3.235  -0.279
C -3.492 -18.178 2.852  -0.204
N -4.241 -17.897 1.714  -0.065
C -3.768 -18.491 0.469  -0.170
C -4.606 -18.209 -0.754  -0.218
O -3.960 -17.844 -1.947  -0.178
C -4.673 -17.192 -2.941  -0.126
H -3.997 -22.237 3.237  0.078
H -2.745 -21.838 4.298  0.078
H -2.458 -22.793 2.864  0.083
H -3.404 -19.737 4.304  0.105
H -4.635 -20.013 3.245  0.122
H -2.460 -17.856 2.714  0.128
H -3.760 -17.675 3.781  0.101
H -5.208 -18.164 1.838  0.098
H -3.787 -19.580 0.518  0.113
H -2.802 -18.094 0.161  0.135
H -5.267 -17.371 -0.532  0.120
H -5.136 -19.147 -0.919  0.124
H -4.645 -17.840 -3.818  0.085
H -4.134 -16.272 -3.166  0.084
H -5.678 -16.813 -2.756  0.086
C -3.321 -10.684 -5.246  -0.144
O -2.666 -9.825 -4.379  -0.233
C -3.137 -8.438 -4.430  -0.135
C -4.153 -8.314 -3.203  -0.197
N -4.194 -9.441 -2.258  -0.036
C -3.017 -9.312 -1.412  -0.212
C -3.260 -10.256 -0.228  -0.222
O -2.978 -11.515 -0.794  -0.191
C -2.855 -12.584 0.086  -0.106
H -3.194 -11.740 -5.007  0.093
H -3.031 -10.504 -6.281  0.088
H -4.408 -10.654 -5.179  0.087
H -3.436 -8.187 -5.448  0.115
H -2.286 -7.824 -4.134  0.105
H -5.098 -8.508 -3.712  0.095
H -4.202 -7.297 -2.814  0.111
H -3.921 -10.185 -2.883  0.078
H -2.967 -8.284 -1.051  0.113
H -2.038 -9.450 -1.871  0.126
H -4.090 -10.245 0.479  0.116
H -2.480 -9.889 0.439  0.107
H -3.685 -12.533 0.792  0.067
H -1.942 -12.482 0.672  0.080
H -2.739 -13.440 -0.579  0.103
C -2.228 -5.939 9.021  -0.077
O -2.087 -7.294 8.368  -0.235
C -1.101 -8.207 9.018  -0.179
C -0.852 -9.451 8.118  -0.162
N -1.856 -10.571 8.457  -0.063
C -1.721 -11.820 7.627  -0.189
C -2.990 -12.584 7.925  -0.239
O -4.133 -11.926 7.381  -0.192
C -4.708 -12.579 6.174  -0.048
H -2.974 -5.364 8.471  0.076
H -1.293 -5.379 9.024  0.070
H -2.522 -5.919 10.070  0.071
H -1.626 -8.448 9.943  0.108
H -0.261 -7.577 9.310  0.105
H 0.174 -9.799 8.244  0.103
H -0.947 -9.139 7.078  0.108
H -2.756 -10.133 8.323  0.089
H -0.816 -12.244 8.063  0.118
H -1.675 -11.591 6.563  0.100
H -3.135 -12.694 8.999  0.122
H -2.939 -13.578 7.480  0.097
H -5.539 -11.897 5.995  0.092
H -5.111 -13.578 6.338  0.054
H -4.016 -12.716 5.343  0.069
C -4.167 -16.376 6.743  -0.090
O -5.581 -16.126 6.899  -0.213
C -5.933 -15.591 8.190  -0.186
C -7.508 -15.582 8.433  -0.174
N -7.998 -16.991 8.416  -0.054
C -9.416 -17.156 8.703  -0.194
C -10.381 -16.666 7.589  -0.252
O -10.314 -17.554 6.519  -0.190
C -11.237 -17.189 5.484  -0.083
H -3.989 -17.413 6.462  0.080
H -3.504 -16.042 7.542  0.086
H -3.910 -15.793 5.858  0.049
H -5.466 -14.607 8.173  0.094
H -5.509 -16.119 9.044  0.115
H -7.971 -14.894 7.726  0.090
H -7.825 -15.028 9.316  0.112
H -7.878 -17.295 7.461  0.094
H -9.597 -16.626 9.639  0.114
H -9.593 -18.226 8.811  0.116
H -10.132 -15.641 7.313  0.108
H -11.388 -16.639 8.006  0.117
H -11.129 -17.990 4.753  0.083
H -11.054 -16.186 5.098  0.078
H -12.238 -17.205 5.916  0.085
C -0.413 -14.638 3.090  -0.076
C -1.324 -14.002 4.085  -0.329
O -0.960 -12.675 4.426  -0.094
H -0.810 -14.385 2.107  0.066
H -0.337 -15.722 3.179  0.076
H 0.578 -14.188 3.153  0.081
H -1.046 -14.454 5.037  0.104
H -2.390 -14.115 3.887  0.100
H -0.096 -12.766 4.834  0.080
C -7.956 -12.191 0.208  -0.100
C -6.470 -12.201 0.146  -0.341
O -5.989 -13.462 -0.303  -0.068
H -8.276 -13.120 0.681  0.045
H -8.346 -12.336 -0.799  0.078
H -8.414 -11.304 0.644  0.080
H -6.084 -11.869 1.109  0.108
H -6.232 -11.418 -0.574  0.107
H -5.596 -13.893 0.460  0.034
C -9.334 -12.539 4.019  -0.067
C -10.637 -11.696 3.853  -0.326
O -11.683 -12.446 4.321  -0.088
H -8.566 -11.796 4.234  0.065
H -9.005 -12.941 3.061  0.032
H -9.325 -13.241 4.853  0.068
H -10.856 -11.594 2.790  0.112
H -10.684 -10.774 4.433  0.112
H -11.546 -12.437 5.271  0.082
C -6.748 -14.980 3.195  -0.042
C -5.236 -14.749 3.293  -0.316
O -4.590 -14.815 2.065  -0.079
H -6.911 -15.865 2.580  0.056
H -7.154 -14.089 2.716  0.053
H -7.272 -15.074 4.146  0.075
H -4.707 -15.395 3.994  0.082
H -5.083 -13.739 3.671  0.095
H -4.558 -15.745 1.830  0.052
C -8.099 -18.521 3.188  -0.123
O -7.688 -18.423 1.798  -0.148
H -7.793 -17.601 3.688  0.057
H -9.185 -18.595 3.153  0.069
H -7.689 -19.349 3.767  0.078
H -8.143 -17.633 1.496  0.005
C -10.037 -15.604 1.589  -0.099
O -8.907 -16.110 0.816  -0.141
H -10.340 -14.619 1.234  0.077
H -10.912 -16.187 1.300  0.074
H -10.004 -15.794 2.662  0.074
H -9.070 -16.033 -0.127  0.096

Output
LUMO level: 0.5 eV
SMILES: COCCNCCOC.COCCNCCOC.COCCNCCOC.COCCNCCOC.CCO.CCO.CCO.CCO.CO.CO
Relative energy (zero: lowest compared OMol25 entry of this formula, charge and spin): 87.1 kcal per mole



2.
ORCA calculation (ωB97M-V with the def2-TZVPD basis set) on one molecule with the formula C7H10N2O2.

Each line ends with the Löwdin charge.
Geometry (Å):
O -3.473 -0.478 -0.054  0.106
C -2.350 -0.150 -0.123  -0.533
C -1.208 -1.207 0.106  0.009
C 0.224 -0.750 0.484  -0.266
O 1.229 -1.425 -0.258  -0.141
C 2.668 -0.980 -0.114  -0.113
C 2.680 0.503 -0.405  -0.187
C 1.738 1.360 0.479  -0.080
C 0.328 0.733 0.170  -0.207
N -0.607 1.536 -0.190  0.118
N -1.891 1.082 -0.164  0.049
H -1.431 -1.842 -0.743  0.126
H -1.562 -1.789 0.972  0.124
H 0.616 -0.966 1.599  0.192
H 3.242 -1.490 -0.838  0.116
H 2.837 -0.990 0.929  0.105
H 3.631 0.814 -0.322  0.058
H 2.466 0.633 -1.577  0.170
H 1.822 2.415 0.225  0.115
H 1.892 1.213 1.478  0.077
H -2.563 1.830 -0.333  0.162

Output
LUMO level: 0.7 eV
SMILES: O=C1C[C@H]2OCCCC2=NN1
Relative energy (zero: lowest compared OMol25 entry of this formula, charge and spin): 74.7 kcal per mole



Calculated HOMO in order - -0.31842, -0.34141 Eh